DFT (ωB97M-V with the def2-TZVPD basis set) results for an isolated molecule of C4H8O2.

CARTESIAN COORDINATES (ANGSTROEM)
C  1.088  -1.487  -0.371
C  -0.255  -1.084  0.057
C  -0.152  1.206  0.440
O  -1.138  2.116  0.848
C  -0.843  0.099  -0.542
O  -0.536  0.177  -1.813
H  1.029  -2.305  -1.101
H  1.676  -1.854  0.478
H  1.551  -0.651  -0.908
H  -0.778  -1.698  0.797
H  0.386  0.796  1.315
H  0.583  1.634  -0.254
H  -0.696  2.833  1.319
H  -1.914  0.219  -0.264

Computed properties:
HOMO (alpha / beta) (eV): -8.472 / -7.945
Strongest force on any atom (eV/Å): 0.687
Energy (Eh): -307.52541
HOMO-LUMO gap (alpha / beta) (hartree): 0.2820 / 0.2407